{
  "formula": "C27H37BrF24N3O5P2S",
  "method": "ωB97M-V/def2-TZVPD",
  "largest_force_ev_per_a": 3.2,
  "e_tot_ha": -7642.9380,
  "total_charge": 1,
  "symbols": ["C", "O", "C", "C", "C", "C", "C", "C", "C", "C", "C", "C", "S", "N", "P", "O", "Br", "C", "N", "P", "N", "H", "H", "H", "H", "H", "H", "H", "H", "H", "H", "H", "H", "H", "H", "H", "H", "H", "H", "H", "H", "H", "H", "H", "H", "H", "C", "C", "C", "F", "F", "F", "F", "O", "C", "C", "F", "F", "F", "F", "H", "H", "H", "H", "C", "C", "C", "F", "F", "F", "F", "O", "C", "C", "F", "F", "F", "F", "H", "H", "H", "H", "C", "C", "C", "F", "F", "F", "F", "O", "C", "C", "F", "F", "F", "F", "H", "H", "H", "H"],
  "xyz": [[-4.36, 0.06, 2.87], [-4.91, 1.09, 3.65], [-4.40, 2.38, 3.35], [-3.48, 2.92, 4.44], [-3.94, 2.59, 5.86], [-2.76, 2.74, 6.87], [-2.46, 1.43, 7.62], [-0.98, 1.00, 7.71], [-0.17, 1.13, 6.43], [-0.66, 0.18, 5.32], [0.49, -0.07, 4.37], [0.98, 0.84, 3.52], [0.35, 2.45, 3.31], [2.07, 0.19, 2.88], [3.19, 0.92, 1.66], [3.67, 2.21, 2.50], [1.91, 1.68, -0.01], [2.18, -1.03, 3.33], [1.24, -1.23, 4.24], [1.04, -2.72, 5.15], [1.98, -2.86, 6.36], [-3.40, -0.29, 3.26], [-4.24, 0.35, 1.82], [-5.05, -0.78, 2.89], [-5.24, 3.08, 3.25], [-3.88, 2.40, 2.39], [-2.49, 2.49, 4.29], [-3.37, 4.00, 4.35], [-4.73, 3.29, 6.14], [-4.37, 1.60, 5.93], [-1.91, 3.14, 6.32], [-3.05, 3.50, 7.59], [-3.08, 0.61, 7.26], [-2.78, 1.58, 8.65], [-0.99, -0.07, 7.95], [-0.47, 1.48, 8.54], [-0.08, 2.14, 6.06], [0.85, 0.80, 6.66], [-1.44, 0.62, 4.70], [-0.94, -0.79, 5.74], [1.19, 3.02, 2.45], [3.53, 3.02, 1.99], [2.93, -1.72, 3.00], [-0.31, -2.67, 5.54], [1.25, -3.75, 4.20], [2.61, -2.07, 6.45], [4.48, 3.06, -4.52], [4.17, 2.05, -5.65], [3.48, 2.57, -6.91], [2.26, 3.08, -6.65], [3.30, 1.55, -7.77], [3.49, 1.01, -5.13], [5.37, 1.57, -6.06], [3.60, 3.12, -3.40], [2.47, 3.91, -3.39], [1.19, 3.07, -3.26], [1.08, 2.19, -4.27], [0.11, 3.88, -3.29], [2.43, 4.74, -4.44], [2.54, 4.69, -2.28], [5.42, 2.71, -4.09], [4.70, 4.05, -4.91], [4.09, 3.34, -7.40], [1.19, 2.52, -2.32], [1.51, -5.45, 0.78], [2.10, -4.03, 0.67], [1.12, -2.85, 0.59], [0.33, -2.90, -0.49], [1.83, -1.69, 0.50], [2.97, -3.98, -0.35], [2.82, -3.81, 1.82], [1.44, -6.24, -0.39], [0.36, -6.17, -1.25], [0.75, -5.67, -2.64], [1.31, -4.44, -2.57], [-0.35, -5.58, -3.41], [-0.65, -5.45, -0.71], [-0.10, -7.43, -1.39], [2.23, -5.99, 1.41], [0.57, -5.46, 1.34], [0.49, -2.81, 1.48], [1.46, -6.35, -3.11], [-0.36, 0.40, -7.21], [-0.41, -0.81, -8.16], [-1.60, -0.94, -9.10], [-2.77, -1.06, -8.44], [-1.45, -2.06, -9.85], [-0.25, -1.95, -7.44], [0.69, -0.70, -8.96], [-0.77, 0.22, -5.85], [-2.10, 0.33, -5.49], [-2.65, -0.99, -4.94], [-2.55, -1.98, -5.85], [-3.96, -0.83, -4.63], [-2.85, 0.82, -6.48], [-2.15, 1.24, -4.48], [0.70, 0.65, -7.12], [-0.82, 1.28, -7.65], [-1.66, -0.08, -9.77], [-2.11, -1.28, -4.04]],
  "mulliken_charge": [-0.53, -0.33, -0.90, 0.19, -0.89, -0.67, -0.93, -1.27, -0.45, 0.22, -0.89, 0.77, 0.09, 0.08, 0.08, -0.39, 0.15, -0.68, 0.38, 0.62, -0.69, 0.02, 0.36, 0.27, 0.39, 0.44, -0.38, 0.49, 0.42, 0.39, 0.40, 0.55, 0.47, 0.43, 0.37, 0.41, 0.49, 0.44, -0.76, 0.42, 0.00, 0.35, 0.73, 0.11, 0.00, 0.28, -0.80, 0.88, 0.12, -0.21, -0.26, -0.23, -0.33, -0.34, 0.79, 1.17, -0.17, -0.27, -0.29, -0.29, 0.40, 0.33, 0.31, -1.00, -0.94, 0.94, 0.22, -0.18, -0.13, -0.25, -0.29, -0.39, 0.80, 0.19, -0.20, -0.24, -0.29, -0.29, 0.47, 0.36, 0.09, 0.24, -0.21, 0.81, 0.08, -0.22, -0.27, -0.27, -0.34, -0.35, 0.76, 0.30, -0.22, -0.27, -0.29, -0.30, -0.11, 0.43, 0.29, 0.18]
}